50
Properties=species:S:1:pos:R:3:forces:R:3:mulliken_charge:R:1 method="wB97M-V/def2-TZVPD" de_lowest_kj_mol=962.8 lumo_energy_ev=-3.05 homo_energy_ev=-11.31 charge=+1 mol_weight_g_mol=332.51
S -2.229876 3.247647 1.781288 0.10 0.14 -0.13 -0.179
C -0.580325 2.995202 2.629982 1.31 -0.53 0.78 -0.256
C 0.729090 3.053752 1.646823 -0.63 0.66 -0.28 -0.775
C 0.935449 1.749417 0.677260 1.10 0.60 -0.30 -0.413
C 0.808148 0.295670 1.422467 -2.12 0.73 0.89 0.158
C -0.785631 -0.168413 1.402252 -4.31 -1.26 0.23 0.120
C -1.626993 -0.204962 -0.030203 -1.24 -0.69 2.74 0.054
C -3.217305 -0.603140 -0.163805 2.53 0.19 4.03 -0.454
C -4.031593 -0.981782 1.222020 3.72 0.95 -0.04 -0.395
C -3.244206 -0.983751 2.689077 2.10 1.19 -3.68 -0.532
C -1.631000 -0.572634 2.767592 -2.06 -0.09 -3.40 -0.291
C 1.511997 0.203675 2.899920 1.07 -0.81 0.76 -0.756
C 2.092185 -1.336944 3.195194 0.00 -0.02 -0.35 -0.609
C 3.288198 -1.761985 2.121317 -1.56 0.55 -0.83 -0.541
C 3.048809 -0.761769 0.802887 3.27 -0.91 0.51 -0.596
N 1.562462 -0.706637 0.528102 0.27 0.33 -1.29 0.099
H -2.289609 2.631777 0.521978 0.91 0.19 1.38 0.101
H -0.627565 2.002871 3.289957 0.19 2.10 -1.66 0.027
H -0.464528 3.875291 3.426549 -0.54 -1.75 -1.97 0.384
H 0.561593 3.988018 0.923324 0.44 -2.06 1.60 0.374
H 1.675426 3.296434 2.291510 -1.71 -0.74 -1.24 0.324
H 0.242620 1.857758 -0.288382 1.26 -0.57 2.32 0.258
H 2.049065 1.821319 0.253978 -2.23 -0.08 0.90 0.232
H -1.008118 0.097044 -0.992795 -1.67 -0.67 2.05 -0.105
H -3.704332 -0.578621 -1.242319 1.05 -0.09 2.67 0.359
H -5.189483 -1.235226 1.130900 2.86 0.58 0.39 0.308
H -3.820487 -1.247721 3.688369 1.36 0.63 -2.44 0.309
H -1.136644 -0.558701 3.832349 -1.05 -0.04 -2.40 0.230
H 2.451349 0.911687 2.956938 -2.09 -1.13 -0.18 0.371
H 0.803967 0.442079 3.804337 1.27 -0.19 -2.17 0.336
H 2.553343 -1.450424 4.270168 -1.27 0.44 -2.07 0.393
H 1.163138 -2.051331 3.080019 1.95 1.20 0.36 0.227
H 3.065941 -2.853366 1.736015 0.74 2.09 0.90 0.286
H 4.367752 -1.677004 2.568823 -2.22 -0.07 -1.05 0.320
H 3.534242 0.310787 0.980025 -1.59 -2.28 -0.36 0.286
H 3.634714 -1.207126 -0.134477 -1.60 0.92 1.93 0.355
H 1.137531 -1.670970 0.568007 0.42 1.16 0.13 0.447
H 1.444464 -0.358132 -0.463656 -0.06 -0.60 1.21 0.521
F -1.952747 0.785914 -3.458094 -0.18 0.21 0.34 -0.281
C -1.276272 -0.009603 -4.297230 0.64 -0.72 -0.89 0.306
C -1.206897 0.320253 -5.646317 -0.04 0.06 0.06 -0.475
C -0.498334 -0.505020 -6.519498 0.03 -0.20 0.44 -0.429
C 0.124409 -1.657992 -6.035117 -0.01 0.03 0.02 -0.461
C 0.044764 -1.983197 -4.680190 -0.08 0.30 -0.26 -0.594
C -0.654378 -1.151859 -3.805482 0.00 0.13 0.03 -0.025
H -1.703901 1.215329 -6.005868 0.04 -0.08 0.08 0.425
H -0.431584 -0.251795 -7.574662 -0.05 -0.03 0.22 0.370
H 0.673198 -2.303758 -6.717311 -0.12 0.13 0.15 0.371
H 0.526792 -2.883257 -4.306230 -0.10 0.16 -0.06 0.359
H -0.718840 -1.384807 -2.747793 -0.10 -0.04 -0.07 0.455

12
Properties=species:S:1:pos:R:3:forces:R:3:mulliken_charge:R:1 method="wB97M-V/def2-TZVPD" de_lowest_kj_mol=192.2 lumo_energy_ev=-0.27 homo_energy_ev=-8.80 mol_weight_g_mol=89.16
C -0.940999 -2.289202 -0.719138 0.38 0.49 -1.38 -0.311
C 1.021693 0.690889 0.231497 -2.92 3.57 -3.72 0.021
C -0.119782 1.773080 0.113168 1.41 -0.74 -0.25 -0.932
N 1.280184 0.045270 1.215275 0.86 -1.79 5.19 -0.565
S 0.165758 -3.321565 -1.253539 -0.06 0.17 0.10 -0.180
H -1.564069 -2.574402 0.112555 -0.28 0.38 0.25 0.267
H -1.100770 -1.321595 -1.283689 -0.03 -1.02 1.03 0.214
H 1.478792 0.499579 -0.739877 0.40 -0.33 0.08 0.402
H -0.570650 1.645997 -0.909155 -0.24 0.02 1.31 0.242
H 0.315212 2.776745 0.105452 0.08 -0.05 0.03 0.307
H -0.736542 1.684648 1.027837 -0.25 0.03 -0.92 0.309
H 0.771175 0.390557 2.099613 0.66 -0.72 -1.72 0.226

19
Properties=species:S:1:pos:R:3:forces:R:3:mulliken_charge:R:1 method="wB97M-V/def2-TZVPD" de_lowest_kj_mol=404.8 lumo_energy_ev="-3.92 / -3.92" homo_energy_ev="-11.83 / -11.83" charge=+1 mol_weight_g_mol=141.15
C 1.462659 0.964474 0.538299 -2.00 -0.34 1.68 0.021
C -1.831550 0.691760 -0.284903 -0.99 -2.60 -0.65 -0.247
C 0.688092 -0.981359 1.570476 -2.18 -0.28 2.04 -0.398
C 0.358708 1.659392 -0.073711 2.62 1.08 -0.38 -0.338
C -0.196051 -1.032354 -0.841838 -0.19 -1.32 2.71 0.327
N 1.603160 -0.028776 1.346038 3.67 3.15 -0.71 -0.558
N -0.973086 1.607911 -0.081695 -0.64 1.52 0.32 -0.018
N 0.470698 -1.512789 0.265099 -1.56 -0.92 -3.77 -0.114
N -1.437039 -0.543754 -0.751416 -1.15 0.56 -1.17 -0.171
O 0.034494 -1.542190 -2.043860 -0.17 0.74 0.49 -0.442
H 2.265714 1.636392 0.487610 1.60 0.38 -0.33 0.404
H -2.900045 0.826629 -0.348256 0.14 0.60 0.24 0.450
H 1.103455 -1.718976 2.278085 -0.31 -0.33 -0.80 0.247
H -0.198927 -0.595812 2.102741 -0.37 -0.32 -0.62 0.335
H 0.743406 2.685275 -0.291682 -0.84 -0.92 -0.09 0.286
H -1.417769 2.509448 -0.132411 -0.02 0.63 0.44 0.308
H 1.327401 -1.847707 -0.112148 1.24 -0.64 0.40 0.240
H -1.969394 -0.788944 -1.605632 0.09 -0.07 0.75 0.336
H 0.866073 -1.988622 -2.020797 1.08 -0.91 -0.54 0.333

16
Properties=species:S:1:pos:R:3:forces:R:3:mulliken_charge:R:1 method="wB97M-V/def2-TZVPD" de_lowest_kj_mol=359.0 lumo_energy_ev=-6.59 homo_energy_ev=-15.08 charge=+1 mol_weight_g_mol=110.14
C -0.507659 0.190626 1.704590 -1.29 0.38 0.25 -0.205
C 0.694460 -0.686970 1.910529 -2.31 -1.28 0.67 -0.446
C -0.789143 0.616356 0.315502 4.28 -2.34 -1.78 -0.632
C 1.401228 -1.213248 0.937411 0.47 0.13 -2.03 -0.173
C -0.051221 0.214910 -0.836030 -3.02 3.40 -0.37 0.826
C -0.543290 0.792531 -2.192008 -0.61 -0.22 1.20 -1.464
N 0.947810 -0.662680 -0.831646 1.16 -2.80 5.92 0.388
O 1.414591 -1.286209 -1.702944 0.48 0.25 -1.19 -0.370
H -1.455519 -0.296960 2.201613 1.68 0.85 -0.95 0.375
H -0.347326 1.123559 2.285114 -0.30 -0.26 -0.09 0.333
H 0.534662 -1.140238 2.947081 1.60 0.47 -1.34 0.318
H -1.387944 1.394301 -0.014916 -1.88 1.28 0.39 0.443
H 2.228912 -1.974575 0.912640 -1.03 1.05 -0.41 0.412
H 0.110806 0.925669 -3.006229 1.46 -1.01 -0.78 0.424
H -0.862710 1.829712 -2.168823 -0.50 0.11 1.05 0.410
H -1.387658 0.173215 -2.461882 -0.18 -0.02 -0.53 0.360

15
Properties=species:S:1:pos:R:3:forces:R:3:mulliken_charge:R:1 method="wB97M-V/def2-TZVPD" de_lowest_kj_mol=0.0 lumo_energy_ev=0.40 homo_energy_ev=-9.06 mol_weight_g_mol=274.93 smiles="BrC1=CCCC1.I"
C 1.016364 0.562576 -1.145617 1.05 -0.02 1.17 -0.488
C 0.885373 1.013792 0.385374 -1.17 -0.40 -0.61 -0.611
C 0.907378 -0.966909 -1.167644 1.29 1.14 0.99 -0.421
C 0.245498 -0.237556 1.045311 -0.49 -0.38 -2.09 -0.262
C 0.599470 -1.338320 0.062840 -1.55 -1.25 -0.39 0.017
Br -0.065849 -3.161469 0.363867 0.63 0.83 0.21 -0.198
I -4.400534 -0.099684 0.440697 0.10 0.60 0.15 -0.103
H 0.142052 0.977633 -1.639862 0.43 0.29 -0.70 0.268
H 2.025877 0.881383 -1.478654 -0.98 0.17 -0.55 0.296
H 1.831205 1.398944 0.827270 -0.70 -0.54 -0.28 0.330
H 0.082400 1.779285 0.449214 0.98 0.02 -0.03 0.234
H -4.274613 1.482452 0.841837 -0.06 -0.60 -0.15 0.100
H 1.280692 -1.604677 -1.964195 -0.60 0.15 -0.01 0.401
H 0.595501 -0.526270 1.986517 0.26 -0.02 1.73 0.400
H -0.870807 -0.161175 0.993038 0.82 0.00 0.57 0.037

24
Properties=species:S:1:pos:R:3:forces:R:3:mulliken_charge:R:1 method="wB97M-V/def2-TZVPD" de_lowest_kj_mol=96.5 lumo_energy_ev=0.28 homo_energy_ev=-9.83 mol_weight_g_mol=128.17 smiles="C=C(C)C.O.O.O.O"
C -0.404848 0.068367 1.555511 0.98 0.11 -0.42 -1.086
C -0.421744 -1.216874 0.764893 -0.77 -0.67 1.03 0.761
C 0.697928 -1.860082 0.433287 -0.34 0.62 -0.58 -0.665
C -1.786825 -1.896250 0.663362 0.90 0.08 -0.66 -1.340
H -0.141618 -0.131126 2.590050 -0.23 -0.20 0.27 0.360
H -1.335738 0.608384 1.521381 -0.31 0.14 -0.12 0.350
H 0.402156 0.720797 1.204349 -0.18 0.13 -0.11 0.086
H 0.667040 -2.826920 -0.066458 0.17 0.14 0.22 0.283
H 1.635810 -1.340178 0.575964 0.30 -0.30 -0.02 0.264
H -1.645055 -2.957526 0.787999 -0.06 -0.45 0.20 0.426
H -2.201088 -1.787349 -0.343575 -0.22 0.35 0.22 0.246
H -2.465697 -1.528867 1.420505 -0.24 0.12 -0.03 0.347
H -2.368281 1.365888 -1.712130 0.02 -0.06 0.28 0.306
H -1.749034 2.265722 -0.661839 -0.22 -0.11 0.07 0.306
O -2.475039 1.638511 -0.789085 0.24 0.17 -0.25 -0.619
H 0.648092 2.249491 -1.545112 0.58 -0.66 -0.11 0.330
H 2.137390 2.307475 -0.924235 -0.13 -0.55 -0.24 0.270
O 1.340993 2.783259 -1.147668 -0.46 1.14 0.28 -0.620
H -0.354377 -0.672022 -2.766335 0.07 0.37 -0.07 0.290
H 0.086633 -0.288249 -1.383879 -0.05 0.07 0.12 0.359
O -0.126264 0.109856 -2.242029 -0.02 -0.39 -0.04 -0.647
H 2.755605 0.940489 1.250874 0.09 0.02 0.06 0.328
H 3.471816 0.655423 -0.062809 0.11 -0.12 0.03 0.299
O 3.632145 0.791781 0.876981 -0.21 0.05 -0.11 -0.634

It is found that the largest force on an atom values, taken in the order of the records, are 4.76; 5.92; 4.89; 6.65; 2.19; 1.45 eV/A.